An isolated ion of composition C8H14N3 and charge +1 at a distorted geometry. Source: the Open Molecules 2025 dataset; level of theory: the ωB97M-V functional and the def2-TZVPD basis.

Structure (ORCA input):
```
! wB97M-V def2-TZVPD RIJCOSX def2/J DEFGRID3
* xyz 1 1
C -0.17 2.83 -1.34
C 0.40 1.48 -1.03
C 1.59 1.05 -0.59
C 1.34 -0.72 -0.04
N 0.69 -0.95 1.21
C -0.53 -0.27 1.37
C -0.98 -0.31 2.77
N -1.16 0.27 0.41
C -0.61 0.26 -0.88
N 0.31 -1.01 -1.08
C -0.47 -2.27 -0.93
H -0.94 3.01 -0.74
H -0.38 3.12 -2.29
H 0.55 3.63 -1.23
H 2.46 1.65 -0.62
H 2.23 -1.23 -0.35
H 1.34 -1.01 2.01
H -1.54 0.52 2.99
H -0.12 -0.27 3.47
H -1.69 -1.14 3.12
H -1.56 0.25 -1.44
H 0.89 -0.98 -1.96
H -0.98 -2.47 -0.02
H -0.90 -2.41 -1.87
H 0.24 -3.01 -0.94
*
```

Calculated values
- gap between HOMO and LUMO (eV) = 10.269
- max |F| (eV/A) = 4.1
- structure (SMILES) = CC1=C[C@H]2NC(C)=N[C@@H]1[N@@H+]2C
- energy above the lowest of the compared OMol25 structures with the same formula, charge and spin (kJ/mol) = 394.01



One molecule with the formula C3H10N2S2 at a distorted geometry. Source: the Open Molecules 2025 dataset; level of theory: the ωB97M-V functional and the def2-TZVPD basis.

Structure (ORCA input):
```
! wB97M-V def2-TZVPD RIJCOSX def2/J DEFGRID3
* xyz 0 1
N -2.67 -0.18 -0.54
C -1.39 -0.69 -0.02
C -0.33 0.37 0.29
N -0.31 1.44 -0.81
C 1.02 -0.28 0.64
S 2.47 0.90 0.66
S 3.86 -0.23 -0.31
H -3.32 -0.07 0.23
H -2.54 0.76 -0.91
H -1.62 -1.24 0.88
H -1.06 -1.36 -0.82
H -0.64 0.95 1.17
H -0.07 0.96 -1.68
H 0.60 1.85 -0.60
H 0.85 -0.97 1.46
H 1.20 -0.98 -0.20
H 3.94 -1.24 0.56
*
```

Calculated values
- gap between HOMO and LUMO (eV) = 9.446
- max |F| (eV/A) = 2.3
- structure (SMILES) = NC[C@H](N)CSS
- energy above the lowest of the compared OMol25 structures with the same formula, charge and spin (kJ/mol) = 53.56



C2H3GdO as an isolated structure at a distorted geometry. Source: the Open Molecules 2025 dataset; level of theory: the ωB97M-V functional and the def2-TZVPD basis.

Structure (ORCA input):
```
! wB97M-V def2-TZVPD RIJCOSX def2/J DEFGRID3
* xyz 2 8
O 0.09 0.07 0.99
C -0.05 -1.20 0.50
Gd -2.52 -0.41 0.20
H 0.94 0.32 1.41
C 0.20 0.25 -0.76
H 0.71 -0.27 -1.58
H 0.64 1.25 -0.75
*
```

Calculated values
- gap between HOMO and LUMO (spin up / spin down) (eV) = 7.793 / 7.054
- max |F| (eV/A) = 3.6
- <S²> = 16.74
- energy above the lowest of the compared OMol25 structures with the same formula, charge and spin (kJ/mol) = 179.70



C3H8O2V as an isolated structure at a distorted geometry. Source: the Open Molecules 2025 dataset; level of theory: the ωB97M-V functional and the def2-TZVPD basis.

Structure (ORCA input):
```
! wB97M-V def2-TZVPD RIJCOSX def2/J DEFGRID3
* xyz 0 4
C -1.16 0.26 1.24
C -0.02 -0.62 1.70
O 0.81 -0.88 0.52
C 1.89 -1.77 0.71
V -0.40 0.16 -0.70
H -2.14 -0.21 1.41
H -1.14 1.24 1.73
H -0.34 -1.60 2.08
H 0.64 -0.15 2.44
H 2.76 -1.43 0.14
H 2.15 -1.83 1.78
O -0.25 0.38 -2.48
H 0.02 1.17 -2.93
H 1.59 -2.76 0.35
*
```

Calculated values
- gap between HOMO and LUMO (spin up / spin down) (eV) = 7.959 / 8.690
- max |F| (eV/A) = 1.6
- <S²> = 3.76



What is the max |F| in the fourth record?
1.6 eV/A